# 1
# C24H64AgAs3F18N4O8

C24H64AgAs3F18N4O8 as an isolated structure at a distorted geometry (wB97M-V/def2-TZVPD, OMol25).

**HOMO level**: -0.5050 hartree
**Relative energy (zero: lowest compared OMol25 entry of this formula, charge and spin)**: 3.668 eV
**Frontier orbital gap**: 0.3265 hartree

Geometry as ORCA input:
```
! RIJCOSX wB97M-V def2-TZVPD def2/J DEFGRID3
* xyz 2 1
Ag 0.72728 0.95001 -2.00283
C -0.83073 -2.06446 4.81456
O -0.67874 -0.63537 4.79295
C -0.34735 -0.11926 3.55050
C -0.00911 1.44261 3.71119
N 1.16988 1.52384 4.70982
H 0.89486 1.10017 5.58444
H 1.92424 0.96710 4.33422
C 1.74150 2.94855 4.97387
C 3.06244 2.95980 5.77550
O 3.89127 2.13331 5.08737
C 4.62056 2.76642 4.02154
H -1.60676 -2.35851 4.10787
H -1.03378 -2.37447 5.83963
H 0.07959 -2.65262 4.69842
H -1.08623 -0.29940 2.76966
H 0.48526 -0.71468 3.17587
H -0.77514 2.06663 4.17150
H 0.37912 1.88224 2.79244
H 1.00969 3.45188 5.60570
H 1.85656 3.47306 4.02532
H 2.98780 2.52234 6.77106
H 3.36687 3.99219 5.94752
H 5.46117 3.32687 4.43065
H 4.05887 3.51042 3.45668
H 4.95382 1.92515 3.41384
C -0.14433 3.56617 -4.10002
O 0.33475 3.37602 -2.76883
C 1.17406 4.44110 -2.36521
C 0.73881 4.89778 -0.97435
N -0.52365 5.73605 -1.14102
H -0.64892 6.47561 -0.46467
H -0.45390 6.24182 -2.01247
C -1.86700 4.96511 -1.12830
C -2.98259 5.87379 -1.60156
O -2.59119 6.44560 -2.89451
C -3.63830 7.00691 -3.67493
H 0.64022 3.50989 -4.85461
H -0.84465 4.39203 -4.22501
H -0.84545 2.77572 -4.36784
H 1.10524 5.24899 -3.09370
H 2.15095 3.96244 -2.43345
H 1.53805 5.54710 -0.61701
H 0.50777 4.06812 -0.30623
H -2.10737 4.49280 -0.17579
H -1.78471 4.20797 -1.90809
H -3.05139 6.67337 -0.86397
H -3.90314 5.29012 -1.60505
H -4.61284 6.53466 -3.79881
H -3.30600 7.23511 -4.68765
H -3.93040 7.96842 -3.25270
C -2.43735 -3.47819 -2.11745
O -2.17030 -4.06724 -0.83760
C -2.72883 -3.37464 0.19834
C -3.02462 -4.12044 1.46707
N -3.11331 -5.63403 1.21301
H -2.44933 -5.78398 0.46685
H -2.51014 -6.05198 1.90697
C -4.39051 -6.33764 0.79090
C -5.18891 -5.60656 -0.29582
O -5.78457 -4.49706 0.29245
C -6.84729 -3.96922 -0.49749
H -2.31737 -2.39772 -2.03811
H -3.49078 -3.63706 -2.34796
H -1.91379 -3.72438 -3.04124
H -3.65191 -2.93196 -0.17589
H -2.05354 -2.55104 0.43023
H -3.95599 -3.73642 1.88322
H -2.31473 -3.94540 2.27546
H -4.90061 -6.47522 1.74431
H -4.01807 -7.30387 0.45062
H -5.88006 -6.34364 -0.70466
H -4.58832 -5.17796 -1.09812
H -6.62168 -3.88316 -1.56041
H -7.08603 -2.95864 -0.16607
H -7.72237 -4.61870 -0.51990
C 3.11168 -0.67578 -3.01246
O 2.13498 -0.74273 -1.95572
C 1.42548 -1.94865 -1.65029
C 2.28146 -3.20954 -1.54560
N 3.25819 -3.09953 -0.26571
H 3.70025 -2.19651 -0.16965
H 2.68918 -3.28687 0.54745
C 4.51564 -3.95670 -0.24566
C 5.28715 -3.72595 1.16669
O 5.13047 -2.36695 1.50428
C 5.74543 -2.04331 2.81221
H 3.67131 0.25952 -3.00019
H 2.54764 -0.72357 -3.94396
H 3.81862 -1.50536 -3.00111
H 0.63074 -2.10631 -2.37941
H 0.78408 -1.84879 -0.77466
H 2.94906 -3.31500 -2.40075
H 1.59647 -4.05507 -1.48257
H 5.15855 -3.55390 -1.02831
H 4.30377 -4.99198 -0.51285
H 6.32366 -4.02283 1.00667
H 4.93199 -4.28853 2.03009
H 5.70089 -0.95441 2.79196
H 6.75079 -2.45498 2.90107
H 5.11214 -2.24297 3.67661
As -2.60609 0.80331 -0.80060
F -2.83081 0.98462 -2.60537
F -1.34994 -0.36688 -1.25109
F -2.38225 0.54529 0.94559
F -3.72888 2.10237 -0.53506
F -3.84960 -0.55587 -0.82104
F -1.34173 2.05873 -0.83305
As 2.89803 1.41591 0.74098
F 4.63478 1.88057 1.01209
F 2.70668 0.76414 2.43752
F 1.25015 0.91855 0.43874
F 3.01797 2.01532 -0.93492
F 3.53699 -0.23242 0.23586
F 2.39745 3.05850 1.29388
As -0.31548 -0.35441 -5.58656
F 0.54689 0.72660 -4.43379
F -0.89047 -1.34008 -4.26075
F -1.20471 -1.41476 -6.77609
F 0.39835 0.63189 -6.95553
F 1.17254 -1.32035 -5.81172
F -1.71604 0.68530 -5.52943
*
```

---

# 2
# C24H64BF4O8V

C24H64BF4O8V as an isolated structure at a distorted geometry (wB97M-V/def2-TZVPD, OMol25).

**⟨S²⟩**: 3.753
**HOMO level (spin up / spin down)**: -0.4330 / -0.4330 hartree
**Relative energy (zero: lowest compared OMol25 entry of this formula, charge and spin)**: 0.260 eV
**Frontier orbital gap (spin up / spin down)**: 0.2767 / 0.2761 hartree

Geometry as ORCA input:
```
! RIJCOSX wB97M-V def2-TZVPD def2/J DEFGRID3
* xyz 1 4
V 0.48550 -2.63500 -1.54571
B -0.50581 0.44017 -0.02385
F 0.59263 1.27137 -0.32802
F -0.87226 0.51571 1.34896
F -1.63238 0.76027 -0.81758
F -0.10134 -0.92568 -0.37151
C 2.44831 -1.83410 1.75641
C 2.78565 -1.66204 0.29936
C 4.29115 -1.48026 0.12346
O 2.34690 -2.85739 -0.47234
H 1.47676 -2.26747 1.95880
H 2.69489 -0.95249 2.34569
H 3.16313 -2.58527 2.14391
H 2.27049 -0.79668 -0.10503
H 4.55043 -0.50294 0.54486
H 4.49865 -1.42659 -0.94479
H 4.88413 -2.19499 0.69101
H 2.88332 -3.61509 -0.19886
C -1.34659 1.51767 -5.58289
C -1.41888 1.96363 -4.15603
C -2.82515 2.04318 -3.57301
O -0.65275 0.97631 -3.35836
H -0.34399 1.17307 -5.83368
H -1.51569 2.39751 -6.21634
H -2.08154 0.78909 -5.92239
H -0.92463 2.92934 -3.98487
H -3.29569 1.10423 -3.88011
H -3.42249 2.88927 -3.91407
H -2.84104 2.12525 -2.48651
H -0.66618 1.32457 -2.45024
C 2.31906 1.90578 4.69404
C 1.41366 2.38085 3.58755
C 1.44491 3.89697 3.45708
O 1.96095 1.75695 2.38182
H 3.34837 2.12222 4.40990
H 2.22382 0.82060 4.79805
H 2.10597 2.34471 5.66699
H 0.37869 2.03151 3.69275
H 0.87709 4.39289 4.25104
H 0.91460 4.19155 2.54392
H 2.45267 4.30832 3.43380
H 1.28659 1.79158 1.69176
C -0.70374 -5.80509 0.64925
C -1.32089 -4.65005 -0.11968
C -2.74648 -4.33283 0.34507
O -0.50868 -3.44355 0.11471
H 0.23937 -6.02416 0.12747
H -1.29789 -6.71157 0.69409
H -0.41903 -5.51298 1.65439
H -1.32752 -4.83747 -1.20023
H -2.86816 -4.47655 1.41621
H -3.48657 -4.93244 -0.19012
H -3.01809 -3.30401 0.08904
H -0.79204 -2.98992 0.98023
C -5.16323 0.49489 -0.36033
C -4.56697 -0.89508 -0.22999
C -5.64145 -1.94559 -0.42979
O -3.58978 -1.09845 -1.27024
H -6.01893 0.66744 0.29183
H -5.52301 0.63526 -1.38283
H -4.38525 1.24401 -0.18968
H -4.06059 -1.06007 0.73206
H -6.14855 -1.71562 -1.36881
H -6.34681 -1.92018 0.39745
H -5.21607 -2.94274 -0.54403
H -2.88179 -0.44215 -1.11412
C 2.59606 -0.59669 -4.74302
C 2.59571 -0.66725 -3.22969
C 3.11166 0.61704 -2.61475
O 1.25523 -0.98011 -2.72980
H 1.88869 0.15622 -5.09555
H 2.40663 -1.55669 -5.21600
H 3.58404 -0.24114 -5.04431
H 3.23938 -1.49283 -2.91205
H 3.05674 0.62023 -1.52649
H 2.58681 1.46765 -3.05388
H 4.17741 0.73565 -2.82416
H 0.67479 -0.21500 -3.01966
C 1.87061 4.70339 -2.14658
C 1.96794 4.53840 -0.64591
C 2.36350 5.76280 0.14565
O 0.70652 4.04731 -0.08509
H 1.54643 3.78343 -2.65745
H 2.84599 4.91182 -2.59458
H 1.09408 5.42777 -2.40402
H 2.71589 3.76191 -0.39509
H 1.57635 6.52107 0.16309
H 3.24229 6.23457 -0.29597
H 2.52957 5.42665 1.16413
H 0.71088 3.08872 -0.12856
C -1.15204 -3.06494 4.78070
C -1.47356 -1.67406 4.22131
C -0.56304 -0.62780 4.81102
O -1.23713 -1.73185 2.78681
H -1.15143 -2.99762 5.86875
H -0.18312 -3.41915 4.42637
H -1.89007 -3.79158 4.43848
H -2.51637 -1.44980 4.46652
H -0.76145 -0.38334 5.85527
H -0.67001 0.31669 4.25932
H 0.50075 -0.86699 4.73897
H -1.10543 -0.79418 2.48922
*
```